1.
ORCA calculation (ωB97M-V with the def2-TZVPD basis set) on a molecular structure, C12H6F9NNaO4S.

```
34
Properties=species:S:1:pos:R:3
C 0.15 -3.02 0.05
C 0.50 -1.85 0.57
C 1.49 -0.96 -0.02
C 1.40 0.39 -0.13
S -0.05 1.25 0.32
O 0.16 2.68 0.19
O -0.49 0.87 1.65
C -1.36 0.83 -0.97
F -1.13 -0.39 -1.46
F -1.17 1.74 -1.93
C -2.84 0.96 -0.48
F -3.02 2.24 -0.14
F -3.56 0.68 -1.57
C -3.31 0.04 0.70
F -2.47 -1.00 0.80
F -3.28 0.74 1.83
C -4.75 -0.52 0.53
F -5.12 -1.10 1.67
F -4.79 -1.41 -0.46
F -5.59 0.49 0.25
C 2.55 1.19 -0.68
O 2.41 2.17 -1.35
C 3.91 0.60 -0.40
N 4.94 1.51 -0.41
C 4.01 -0.73 -0.34
C 2.81 -1.56 -0.52
O 2.81 -2.64 -1.04
H 0.59 -3.41 -0.86
H -0.62 -3.62 0.54
H 0.02 -1.49 1.47
H 4.85 2.25 0.27
H 5.85 1.07 -0.29
H 4.96 -1.25 -0.24
Na 0.14 3.23 2.48
```

* largest force on an atom: 0.0155 hartree/bohr
* M: 454.2 g/mol
* net charge: +1
* orbital gap: 0.2861 Ha

=====

2.
ORCA calculation (ωB97M-V with the def2-TZVPD basis set) on a molecular structure, C12H6InO13P in a non-equilibrium geometry.

```
33
Properties=species:S:1:pos:R:3
In 2.00 -1.07 -1.18
C 2.12 3.15 1.49
C 1.90 2.10 0.58
C 1.68 2.46 -0.90
O 1.47 1.54 -1.73
C 1.68 3.83 -1.26
C 1.99 4.87 -0.37
C 2.14 4.52 1.12
O 2.24 5.44 1.94
O 2.16 6.05 -0.72
O 1.95 0.89 0.88
H 2.17 2.87 2.53
H 1.59 4.03 -2.32
C -3.39 -3.01 0.86
C -2.61 -2.41 -0.16
C -1.58 -1.30 0.26
O -0.80 -0.86 -0.60
C -1.64 -0.83 1.59
C -2.50 -1.39 2.57
C -3.37 -2.60 2.21
O -4.03 -3.18 3.11
O -2.55 -0.96 3.73
O -2.65 -2.72 -1.35
H -4.02 -3.83 0.55
H -0.99 -0.01 1.85
P 0.36 -2.45 -4.09
O 1.80 -2.61 -3.62
O -0.18 -1.13 -3.46
O -0.59 -3.56 -3.66
O 0.18 -2.25 -5.60
O 1.31 -1.85 1.56
H 1.43 -2.52 2.23
H 0.74 -1.18 1.96
```

* largest force on an atom: 0.0265 hartree/bohr
* M: 504.0 g/mol
* net charge: -4
* orbital gap: 0.1121 Ha

=====

3.
ORCA calculation (ωB97M-V with the def2-TZVPD basis set) on a molecular structure, C12H71Br2IN2O30S in a non-equilibrium geometry.

```
119
Properties=species:S:1:pos:R:3
C -1.06 -0.13 0.31
C -0.41 0.68 -0.80
Br -1.26 2.32 -1.29
C 0.70 0.27 -1.41
Br 1.58 1.31 -2.75
C 1.29 -1.05 -1.05
C 0.90 -2.09 -1.84
C 1.36 -3.39 -1.52
N 1.05 -4.53 -2.19
S 1.81 -5.67 -1.34
N 2.55 -4.87 -0.17
C 2.20 -3.57 -0.38
C 2.61 -2.46 0.39
C 2.16 -1.20 0.08
C 2.58 0.02 0.89
C 2.44 -0.20 2.42
C 2.04 1.14 3.08
I 4.34 -0.78 3.28
H -1.17 -1.17 0.00
H -2.03 0.25 0.58
H -0.38 -0.13 1.17
H 0.24 -1.93 -2.68
H 3.25 -2.63 1.24
H 3.62 0.24 0.64
H 1.93 0.83 0.58
H 1.69 -0.97 2.59
H 1.27 1.64 2.48
H 1.68 0.95 4.08
H 2.93 1.76 3.17
O -2.11 -1.74 -2.55
H -2.67 -1.08 -2.99
H -2.21 -2.54 -3.09
O 3.42 -3.82 -4.39
H 2.59 -4.05 -3.95
H 3.97 -4.60 -4.29
O -2.85 0.64 -3.91
H -2.17 1.03 -3.33
H -3.56 1.28 -3.90
O -4.37 0.17 0.40
H -4.39 0.61 -0.46
H -5.00 -0.55 0.30
O -0.97 -6.30 1.10
H -0.09 -6.33 0.72
H -1.30 -7.18 0.85
O -4.23 2.66 2.07
H -4.79 3.28 1.59
H -4.34 1.82 1.59
O -2.54 5.40 1.44
H -2.77 4.97 2.27
H -2.50 4.67 0.82
O -1.13 -8.99 -0.31
H -1.28 -9.60 0.41
H -0.92 -9.55 -1.07
O 4.87 2.06 -2.38
H 5.34 1.31 -2.02
H 3.94 1.80 -2.33
O 5.56 -1.04 0.03
H 5.44 -1.41 0.93
H 5.57 -1.80 -0.55
O -2.33 5.27 -2.49
H -1.97 6.10 -2.15
H -1.55 4.79 -2.79
O -1.69 7.92 -3.43
H -2.56 8.10 -3.78
H -1.13 7.82 -4.21
O 8.17 -2.52 0.29
H 8.89 -2.05 0.72
H 7.40 -1.95 0.38
O 1.52 -0.26 5.97
H 0.74 -0.48 6.49
H 2.11 -1.01 6.10
O 4.10 3.52 4.46
H 4.31 4.31 3.95
H 3.89 3.86 5.34
O 2.17 -8.74 -3.20
H 2.88 -8.37 -2.67
H 1.44 -8.11 -3.11
O -0.41 -10.09 -2.66
H 0.53 -9.88 -2.63
H -0.47 -10.83 -3.27
O 2.14 3.98 -0.12
H 3.10 4.06 -0.01
H 2.04 3.20 -0.67
O -0.66 -12.53 -4.45
H -0.80 -11.92 -5.20
H -1.16 -13.31 -4.69
O 2.20 -11.70 -5.28
H 2.24 -11.00 -4.63
H 1.44 -12.24 -5.01
O -5.54 6.41 2.71
H -5.22 7.24 3.09
H -4.74 5.95 2.43
O -4.28 8.35 5.11
H -4.99 8.76 5.61
H -3.84 7.78 5.75
O -4.83 8.16 -3.63
H -5.53 8.59 -3.12
H -4.41 7.57 -3.00
O 4.63 4.01 7.52
H 4.00 4.44 8.10
H 5.18 3.49 8.11
O -4.64 5.44 5.72
H -4.67 5.90 4.87
H -5.22 4.68 5.60
O 1.12 4.50 2.73
H 1.29 4.54 1.78
H 1.71 3.80 3.06
O -6.67 6.79 7.28
H -5.99 6.16 6.99
H -6.40 7.04 8.17
O 5.40 4.85 -3.69
H 5.86 4.09 -3.33
H 4.47 4.59 -3.65
O -1.57 -9.25 -5.26
H -1.37 -8.40 -5.65
H -1.83 -9.06 -4.35
O -7.58 7.68 -2.99
H -7.83 7.26 -2.17
H -7.51 6.96 -3.63
```

* largest force on an atom: 0.0315 hartree/bohr
* M: 1042.5 g/mol
* net charge: 0
* orbital gap: 0.3022 Ha

=====

4.
ORCA calculation (ωB97M-V with the def2-TZVPD basis set) on a molecular structure, C12H7IrN2O5 in a non-equilibrium geometry.

```
27
Properties=species:S:1:pos:R:3
O -1.32 -5.42 0.83
C -1.07 -4.42 0.26
Ir -0.12 0.48 -0.27
O 0.60 -1.02 2.38
C 0.41 -0.78 1.20
C 1.67 1.20 -0.39
O 2.80 1.38 -0.20
C -0.11 3.60 -1.16
O -0.43 4.44 -1.83
C -0.37 -0.27 -1.96
O -0.44 -0.97 -2.89
H -0.16 -1.19 0.28
N -2.85 1.70 2.80
C -2.49 1.43 1.51
N -1.19 1.37 1.35
C -0.62 1.68 2.59
C 0.69 1.67 3.04
C 0.93 2.06 4.31
C -0.06 2.48 5.21
C -1.38 2.34 4.78
C -1.65 1.87 3.52
H -3.78 1.93 3.26
H -3.30 1.22 0.84
H 1.47 1.58 2.28
H 1.96 2.21 4.59
H 0.19 2.72 6.22
H -2.20 2.48 5.47
```

* 2S+1: 6
* largest force on an atom: 0.1565 hartree/bohr
* M: 451.4 g/mol
* net charge: +3
* orbital gap (spin up / spin down): 0.1921 / 0.1190 Ha
* <S²>: 8.772
* ΔE to the lowest compared entry with this formula, charge and spin: 41.6 kcal/mol

=====

5.
ORCA calculation (ωB97M-V with the def2-TZVPD basis set) on a molecular structure, C12H8BrCoF5N2OS2Te in a non-equilibrium geometry.

```
33
Properties=species:S:1:pos:R:3
Co 0.54 -0.54 -0.65
S 2.88 -0.10 -0.48
C 2.14 1.29 0.05
N 0.81 1.16 0.27
C 0.19 2.33 0.46
C -1.20 2.51 0.63
C -1.64 3.79 0.79
C -0.74 4.89 0.82
C 0.62 4.73 0.66
C 1.10 3.44 0.47
S 2.71 2.92 0.17
H -1.87 1.66 0.60
H -2.70 3.98 0.89
H -1.14 5.88 0.96
H 1.29 5.58 0.67
F -2.36 1.30 -2.10
Te -1.59 -0.31 -2.64
F 0.11 0.71 -2.41
F -1.72 0.46 -4.35
F -3.33 -0.99 -2.50
F 0.61 -1.76 -1.99
O -1.26 -0.56 -0.74
Br -2.06 -5.37 0.63
C -0.48 -4.38 0.80
C 0.72 -4.99 1.11
C 1.85 -4.19 1.25
C 1.73 -2.83 1.04
N 0.57 -2.24 0.71
C -0.52 -3.01 0.61
H 0.78 -6.06 1.24
H 2.81 -4.61 1.51
H 2.59 -2.18 1.17
H -1.44 -2.51 0.36
```

* 2S+1: 5
* largest force on an atom: 0.0313 hartree/bohr
* M: 621.8 g/mol
* net charge: +1
* orbital gap (spin up / spin down): 0.2409 / 0.1798 Ha
* <S²>: 6.089
* ΔE to the lowest compared entry with this formula, charge and spin: 0.0 kcal/mol

=====

6.
ORCA calculation (ωB97M-V with the def2-TZVPD basis set) on a molecular structure, C12H8GaN2O4 in a non-equilibrium geometry.

```
27
Properties=species:S:1:pos:R:3
Ga 0.00 -0.06 -0.99
O -0.01 3.27 -1.50
C 0.00 2.11 -1.42
C 0.00 -2.15 -1.39
O 0.01 -3.30 -1.43
C 2.16 0.02 -1.27
O 3.30 0.06 -1.14
C -2.17 0.01 -1.27
O -3.30 0.05 -1.14
C 0.00 0.73 -3.89
H -0.95 1.28 -3.93
H 0.94 1.29 -3.93
C 0.00 -0.61 -3.88
H 0.95 -1.17 -3.90
H -0.94 -1.17 -3.90
N 0.00 0.02 6.34
C 0.00 0.02 5.17
C 0.00 -0.03 3.74
C 0.00 -1.26 3.07
C 0.00 -1.24 1.68
N 0.00 -0.06 1.03
C 0.00 1.14 1.66
C 0.00 1.18 3.04
H 0.00 -2.20 3.61
H 0.00 -2.16 1.07
H 0.00 2.03 1.02
H 0.00 2.16 3.53
```

* largest force on an atom: 0.1103 hartree/bohr
* M: 313.9 g/mol
* net charge: +3
* orbital gap (spin up / spin down): 0.2593 / 0.2592 Ha
* ΔE to the lowest compared entry with this formula, charge and spin: 0.0 kcal/mol

=====

7.
ORCA calculation (ωB97M-V with the def2-TZVPD basis set) on a molecular structure, C12H8MnN2O4 in a non-equilibrium geometry.

```
27
Properties=species:S:1:pos:R:3
Mn 0.03 0.00 -0.51
O 0.14 2.94 -0.25
C 0.09 1.81 -0.52
C -0.08 -1.80 -0.63
O -0.14 -2.95 -0.50
C 1.80 -0.09 -0.64
O 2.96 -0.14 -0.59
C -1.73 0.09 -0.92
O -2.89 0.14 -0.91
C 0.03 0.67 -5.73
H -0.87 1.29 -5.70
H 1.00 1.20 -5.68
C -0.03 -0.67 -5.78
H 0.88 -1.28 -5.79
H -0.99 -1.19 -5.81
N 2.87 0.03 5.38
C 1.97 0.00 4.63
C 0.83 -0.03 3.76
C -0.46 0.00 4.29
C -1.56 0.01 3.45
C -1.33 0.04 2.08
N -0.10 -0.02 1.56
C 0.97 -0.06 2.37
H -0.57 0.01 5.37
H -2.60 0.01 3.80
H -2.15 0.11 1.38
H 1.94 -0.11 1.90
```

* 2S+1: 5
* largest force on an atom: 0.1952 hartree/bohr
* M: 299.1 g/mol
* net charge: +3
* orbital gap (spin up / spin down): 0.2716 / 0.1390 Ha
* <S²>: 6.049

=====

8.
ORCA calculation (ωB97M-V with the def2-TZVPD basis set) on a molecular structure, C12H8N2O4Ru in a non-equilibrium geometry.

```
27
Properties=species:S:1:pos:R:3
Ru -0.04 0.73 -0.46
C -0.02 1.16 1.35
O -0.01 1.47 2.47
C -0.05 2.56 -0.83
O -0.05 3.71 -0.98
C -1.97 0.67 -0.48
O -3.12 0.69 -0.45
C 1.88 0.67 -0.53
O 3.03 0.69 -0.52
C -0.05 -0.92 -5.37
H 0.88 -1.53 -5.36
H -0.98 -1.53 -5.33
C -0.05 0.34 -5.67
H -0.99 0.89 -5.91
H 0.87 0.89 -5.94
N 2.81 0.09 4.73
C 2.00 -0.37 4.04
C 0.92 -0.92 3.22
C -0.36 -0.90 3.81
C -1.43 -1.12 2.97
C -1.25 -1.26 1.63
N -0.04 -1.13 1.03
C 1.07 -1.14 1.85
H -0.49 -0.57 4.84
H -2.43 -1.01 3.42
H -2.20 -1.22 1.02
H 2.09 -0.94 1.44
```

* 2S+1: 6
* largest force on an atom: 0.1597 hartree/bohr
* M: 345.3 g/mol
* net charge: +3
* orbital gap (spin up / spin down): 0.2232 / 0.1700 Ha
* <S²>: 8.810
* ΔE to the lowest compared entry with this formula, charge and spin: 48.9 kcal/mol

=====

9.
ORCA calculation (ωB97M-V with the def2-TZVPD basis set) on a single C12H9BrI2N6 molecule in a non-equilibrium geometry.

```
30
Properties=species:S:1:pos:R:3
I -4.60 2.36 -1.99
N -2.64 2.08 -1.45
C -2.23 0.92 -0.94
N -3.04 -0.19 -0.73
C -2.26 -1.21 -0.21
I -3.01 -3.15 0.35
N -0.95 -0.72 -0.12
C 0.18 -1.51 0.35
C 0.11 -1.96 1.72
C 1.21 -2.80 2.19
C 2.27 -3.12 1.23
C 2.15 -2.55 -0.10
N 1.14 -1.77 -0.56
N -0.96 0.56 -0.54
C 0.15 1.49 -0.61
C 0.87 1.87 0.60
C 1.91 2.84 0.33
C 2.13 3.30 -1.02
N 1.52 2.94 -2.19
C 0.55 2.03 -1.88
H -2.00 2.85 -1.61
H -0.73 -1.73 2.42
H 1.24 -3.21 3.23
H 3.10 -3.78 1.56
H 2.95 -2.81 -0.83
H 0.62 1.49 1.62
H 2.54 3.23 1.15
H 2.93 4.07 -1.15
H -0.04 1.66 -2.77
Br -5.14 -3.18 1.96
```

* largest force on an atom: 0.0913 hartree/bohr
* M: 571.0 g/mol
* net charge: 0
* orbital gap: 0.1706 Ha
* ΔE to the lowest compared entry with this formula, charge and spin: 45.6 kcal/mol

=====

10.
ORCA calculation (ωB97M-V with the def2-TZVPD basis set) on a molecular structure, C12H9Cl3F3GeOS2Ti.

```
32
Properties=species:S:1:pos:R:3
Ti -0.12 0.09 0.83
C 2.02 0.28 0.87
H 2.48 -0.23 0.02
H 2.49 0.02 1.81
C -0.75 -0.28 5.83
O -0.70 -1.19 4.72
C -0.63 -0.71 3.50
S -0.58 0.95 3.17
S -0.53 -1.86 2.25
H -1.64 0.34 5.78
H 0.14 0.35 5.82
H -0.77 -0.90 6.72
Cl -0.40 -1.28 -1.31
Ge -2.76 -0.65 -1.23
Cl -1.91 1.45 -0.37
Cl -2.94 -0.04 -3.30
F -2.17 7.87 -1.20
C -1.60 7.67 0.00
F -2.56 7.81 0.93
F -0.74 8.69 0.19
C -0.91 6.35 0.11
C -0.48 5.92 1.36
C 0.17 4.71 1.48
C 0.40 3.91 0.35
C -0.03 4.36 -0.90
C -0.68 5.57 -1.02
C 1.02 2.64 0.49
C 1.70 1.64 0.64
H -0.66 6.53 2.23
H 0.51 4.36 2.45
H 0.14 3.74 -1.77
H -1.02 5.91 -1.99
```

* 2S+1: 2
* largest force on an atom: 0.0113 hartree/bohr
* M: 517.2 g/mol
* net charge: 0
* orbital gap (spin up / spin down): 0.3003 / 0.3106 Ha
* <S²>: 0.759
* ΔE to the lowest compared entry with this formula, charge and spin: 0.0 kcal/mol

=====

11.
ORCA calculation (ωB97M-V with the def2-TZVPD basis set) on a molecular structure, C12H9CrF9O14S3 in a non-equilibrium geometry.

```
48
Properties=species:S:1:pos:R:3
Cr 0.29 -0.02 -0.14
C 1.11 -3.26 -2.60
C 0.82 -1.76 -2.79
C -0.49 -1.50 -3.54
O 0.94 -1.02 -1.66
H 0.55 -3.69 -1.77
H 2.18 -3.45 -2.51
H 0.84 -3.83 -3.50
H 1.66 -1.51 -3.47
H -0.42 -1.78 -4.59
H -0.80 -0.46 -3.43
H -1.25 -2.15 -3.07
C -2.77 0.66 2.72
C -4.09 0.10 2.86
C -4.47 -1.17 1.98
O -5.58 -1.65 2.15
C -3.53 -1.57 0.97
C -2.32 -0.92 0.86
C -1.87 0.13 1.82
O -0.71 0.64 1.62
O -1.56 -1.14 -0.15
O -4.90 0.54 3.67
H -2.33 1.33 3.44
H -3.83 -2.29 0.22
C 3.70 2.61 1.02
F 4.60 1.75 1.43
F 2.74 2.85 1.91
F 4.35 3.79 0.83
S 2.94 2.07 -0.63
O 3.98 1.31 -1.27
O 1.81 1.25 -0.18
O 2.58 3.29 -1.30
C -2.67 2.99 -0.90
F -2.27 3.63 0.20
F -3.35 1.91 -0.53
F -3.52 3.78 -1.59
S -1.22 2.54 -1.98
O -1.77 2.02 -3.21
O -0.48 3.76 -2.15
O -0.66 1.47 -1.14
C 2.76 -1.23 3.42
F 3.94 -1.40 3.98
F 1.80 -1.91 4.08
F 2.36 0.05 3.54
S 2.73 -1.64 1.61
O 1.47 -1.06 1.17
O 3.92 -1.00 1.12
O 2.76 -3.08 1.51
```

* 2S+1: 4
* largest force on an atom: 0.0513 hartree/bohr
* M: 696.4 g/mol
* net charge: -3
* orbital gap (spin up / spin down): 0.2429 / 0.2428 Ha
* <S²>: 3.767
* ΔE to the lowest compared entry with this formula, charge and spin: 0.0 kcal/mol

=====

12.
ORCA calculation (ωB97M-V with the def2-TZVPD basis set) on a molecular structure, C12H9F3FeN5S3 in a non-equilibrium geometry.

```
33
Properties=species:S:1:pos:R:3
Fe 0.53 -0.02 -0.44
N 3.39 -2.11 -0.17
C 3.55 -0.81 -0.14
N 2.57 0.08 -0.14
C 3.05 1.34 -0.08
C 4.45 1.45 -0.06
S 5.16 -0.08 -0.08
C 2.09 2.36 0.01
C 2.29 3.73 0.03
S 0.82 4.54 0.25
C -0.01 3.00 0.34
N 0.78 1.95 0.17
N -1.30 2.92 0.58
H 2.45 -2.51 -0.12
H 4.17 -2.75 -0.21
H 5.04 2.35 -0.02
H 3.21 4.27 -0.10
H -1.85 3.74 0.81
H -1.70 2.01 0.77
F -3.31 -4.05 1.47
C -2.60 -3.81 0.37
F -1.37 -4.30 0.56
F -3.16 -4.49 -0.64
C -2.61 -2.33 0.06
C -3.82 -1.77 -0.31
C -3.90 -0.42 -0.63
C -2.74 0.32 -0.60
N -1.56 -0.20 -0.23
C -1.49 -1.50 0.11
S 0.15 -1.90 0.59
H -4.70 -2.40 -0.36
H -4.84 0.03 -0.91
H -2.76 1.36 -0.89
```

* 2S+1: 2
* largest force on an atom: 0.0314 hartree/bohr
* M: 432.3 g/mol
* net charge: +2
* orbital gap (spin up / spin down): 0.2692 / 0.1694 Ha
* <S²>: 0.786

=====

Q: Which formula does entry 11 have?
A: C12H9CrF9O14S3

=====

What did the second record say?
ORCA calculation (ωB97M-V with the def2-TZVPD basis set) on a molecular structure, C12H6InO13P in a non-equilibrium geometry.

```
33
Properties=species:S:1:pos:R:3
In 2.00 -1.07 -1.18
C 2.12 3.15 1.49
C 1.90 2.10 0.58
C 1.68 2.46 -0.90
O 1.47 1.54 -1.73
C 1.68 3.83 -1.26
C 1.99 4.87 -0.37
C 2.14 4.52 1.12
O 2.24 5.44 1.94
O 2.16 6.05 -0.72
O 1.95 0.89 0.88
H 2.17 2.87 2.53
H 1.59 4.03 -2.32
C -3.39 -3.01 0.86
C -2.61 -2.41 -0.16
C -1.58 -1.30 0.26
O -0.80 -0.86 -0.60
C -1.64 -0.83 1.59
C -2.50 -1.39 2.57
C -3.37 -2.60 2.21
O -4.03 -3.18 3.11
O -2.55 -0.96 3.73
O -2.65 -2.72 -1.35
H -4.02 -3.83 0.55
H -0.99 -0.01 1.85
P 0.36 -2.45 -4.09
O 1.80 -2.61 -3.62
O -0.18 -1.13 -3.46
O -0.59 -3.56 -3.66
O 0.18 -2.25 -5.60
O 1.31 -1.85 1.56
H 1.43 -2.52 2.23
H 0.74 -1.18 1.96
```

* largest force on an atom: 0.0265 hartree/bohr
* M: 504.0 g/mol
* net charge: -4
* orbital gap: 0.1121 Ha

=====

Q: Which of these has the highest largest force on an atom?
A: C12H8MnN2O4

=====

Copy entry 2 word for word.
ORCA calculation (ωB97M-V with the def2-TZVPD basis set) on a molecular structure, C12H6InO13P in a non-equilibrium geometry.

```
33
Properties=species:S:1:pos:R:3
In 2.00 -1.07 -1.18
C 2.12 3.15 1.49
C 1.90 2.10 0.58
C 1.68 2.46 -0.90
O 1.47 1.54 -1.73
C 1.68 3.83 -1.26
C 1.99 4.87 -0.37
C 2.14 4.52 1.12
O 2.24 5.44 1.94
O 2.16 6.05 -0.72
O 1.95 0.89 0.88
H 2.17 2.87 2.53
H 1.59 4.03 -2.32
C -3.39 -3.01 0.86
C -2.61 -2.41 -0.16
C -1.58 -1.30 0.26
O -0.80 -0.86 -0.60
C -1.64 -0.83 1.59
C -2.50 -1.39 2.57
C -3.37 -2.60 2.21
O -4.03 -3.18 3.11
O -2.55 -0.96 3.73
O -2.65 -2.72 -1.35
H -4.02 -3.83 0.55
H -0.99 -0.01 1.85
P 0.36 -2.45 -4.09
O 1.80 -2.61 -3.62
O -0.18 -1.13 -3.46
O -0.59 -3.56 -3.66
O 0.18 -2.25 -5.60
O 1.31 -1.85 1.56
H 1.43 -2.52 2.23
H 0.74 -1.18 1.96
```

* largest force on an atom: 0.0265 hartree/bohr
* M: 504.0 g/mol
* net charge: -4
* orbital gap: 0.1121 Ha